Record 1
{
  "formula": "C4H6S2",
  "method": "ωB97M-V/def2-TZVPD",
  "elements": ["C", "C", "C", "C", "S", "S", "H", "H", "H", "H", "H", "H"],
  "positions_angstrom": [[0.40, -0.56, -1.18], [-0.10, 0.44, -0.18], [-1.31, -0.24, 0.26], [1.12, -0.52, 0.04], [-2.81, 0.55, 0.20], [2.74, 0.37, -0.05], [-0.34, -1.41, -1.52], [0.14, 1.41, -0.26], [-1.20, -1.38, 0.40], [1.36, -1.39, 0.67], [-2.42, 1.81, 0.50], [2.42, 0.92, 1.12]],
  "gap_ev": [7.24, 8.03],
  "e_above_lowest_kj_mol": 461.66,
  "molar_mass_da": 118.23,
  "lumo_energy_ev": [-0.23, 0.02],
  "e_homo_ha": [-0.2744, -0.2944],
  "energy_ev": -25910.5065
}

***

Record 2
{
  "formula": "C4H6S2",
  "method": "ωB97M-V/def2-TZVPD",
  "elements": ["C", "S", "C", "C", "S", "C", "H", "H", "H", "H", "H", "H"],
  "positions_angstrom": [[0.52, -1.49, -0.10], [1.54, -0.10, -0.77], [0.60, 1.44, -0.27], [-0.68, 0.74, 0.39], [-1.78, -0.04, -0.96], [-0.79, -0.77, 0.30], [1.06, -2.12, 0.61], [0.50, -2.31, -0.94], [1.18, 2.32, 0.54], [0.25, 2.22, -1.04], [-0.91, 1.31, 1.26], [-1.47, -1.20, 0.97]],
  "gap_ev": 9.32,
  "e_above_lowest_kj_mol": 204.29,
  "molar_mass_da": 118.23,
  "lumo_energy_ev": 0.81,
  "e_homo_ha": -0.3128,
  "smiles": "C1SC[C@H]2S[C@@H]12",
  "energy_ev": -25913.1739
}

***

Record 3
{
  "formula": "C4H6Si2",
  "method": "ωB97M-V/def2-TZVPD",
  "elements": ["C", "C", "C", "C", "Si", "Si", "H", "H", "H", "H", "H", "H"],
  "positions_angstrom": [[0.16, -1.03, -2.74], [1.43, -0.67, -2.88], [-0.22, 1.32, 2.54], [-1.07, 1.38, 1.51], [1.16, -0.98, -1.06], [-1.07, -0.28, 2.50], [-0.67, -1.00, -3.59], [2.01, -0.11, -3.59], [0.60, 1.86, 3.02], [-1.44, 2.13, 0.88], [1.06, -2.14, -0.32], [-1.94, -0.47, 3.74]],
  "gap_ev": [7.33, 6.40],
  "e_above_lowest_kj_mol": 408.64,
  "molar_mass_da": 110.26,
  "lumo_energy_ev": [-0.81, -1.24],
  "e_homo_ha": [-0.2992, -0.2808],
  "energy_ev": -19991.7520
}

***

Record 4
{
  "formula": "C4H7BBrF2O3",
  "method": "ωB97M-V/def2-TZVPD",
  "elements": ["O", "B", "C", "C", "F", "O", "C", "C", "F", "Br", "O", "H", "H", "H", "H", "H", "H", "H"],
  "positions_angstrom": [[1.75, 0.92, -0.11], [0.51, 0.18, -0.07], [-0.83, 1.15, -0.14], [-0.54, 2.54, 0.33], [-1.67, 3.40, 0.20], [0.48, -0.75, 1.09], [0.27, -2.06, 0.67], [0.04, -1.95, -0.85], [-1.31, -2.15, -1.16], [0.92, -3.50, -1.82], [0.47, -0.80, -1.28], [2.21, 0.76, 0.71], [-1.61, 0.71, 0.48], [-1.20, 1.19, -1.17], [0.27, 3.00, -0.24], [-0.28, 2.57, 1.39], [1.14, -2.70, 0.86], [-0.61, -2.52, 1.13]],
  "gap_ev": 8.78,
  "molar_mass_da": 231.81,
  "lumo_energy_ev": 3.21,
  "e_homo_ha": -0.2046,
  "energy_ev": -86563.1213,
  "total_charge": -1
}

***

Record 5
{
  "formula": "C4H7BaO",
  "method": "ωB97M-V/def2-TZVPD",
  "elements": ["H", "C", "C", "C", "O", "Ba", "H", "H", "H", "H", "C", "H", "H"],
  "positions_angstrom": [[-0.45, 0.56, -1.87], [0.03, -1.06, -0.41], [0.34, 0.21, -1.20], [0.13, 0.48, 0.25], [1.10, 0.84, 1.08], [3.67, 1.00, 1.61], [-0.73, -1.69, -0.89], [0.91, -1.65, -0.12], [1.38, 0.33, -1.54], [-1.23, 1.33, 0.76], [-1.47, 0.07, 0.70], [-2.24, -0.08, -0.07], [-1.44, -0.35, 1.71]],
  "gap_ev": [4.95, 5.01],
  "e_above_lowest_kj_mol": 237.86,
  "spin_multiplicity": 2,
  "molar_mass_da": 208.43,
  "lumo_energy_ev": [-0.30, -0.47],
  "e_homo_ha": [-0.1929, -0.2013],
  "energy_ev": -6995.3966
}

***

Record 6
{
  "formula": "C4H7Br2OP",
  "method": "ωB97M-V/def2-TZVPD",
  "elements": ["C", "C", "O", "C", "C", "P", "Br", "Br", "H", "H", "H", "H", "H", "H", "H"],
  "positions_angstrom": [[1.42, 0.52, -0.11], [0.02, 0.21, 0.57], [-0.86, -0.11, -0.56], [-1.96, -0.89, -0.31], [-2.74, -1.54, -1.24], [-4.03, -2.67, -0.66], [-3.77, -3.90, -2.49], [-5.75, -1.32, -1.16], [1.72, -0.47, -0.45], [1.29, 1.12, -0.94], [2.08, 1.07, 0.53], [-0.68, 1.00, 0.98], [0.05, -0.82, 1.09], [-2.25, -0.96, 0.74], [-2.61, -1.55, -2.30]],
  "gap_ev": 9.26,
  "e_above_lowest_kj_mol": 227.92,
  "molar_mass_da": 261.88,
  "lumo_energy_ev": 0.21,
  "e_homo_ha": -0.3324,
  "smiles": "CCO/C=C/P(Br)Br",
  "energy_ev": -155682.0967
}

***

Record 7
{
  "formula": "C4H7BrCl2",
  "method": "ωB97M-V/def2-TZVPD",
  "elements": ["C", "C", "C", "C", "Cl", "Cl", "Br", "H", "H", "H", "H", "H", "H", "H"],
  "positions_angstrom": [[0.37, 0.68, -1.84], [-0.45, -0.64, 1.93], [0.60, 0.54, -0.27], [-0.44, -0.43, 0.32], [2.18, -0.22, 0.02], [-0.46, -1.97, -0.53], [-2.31, 0.35, -0.10], [0.17, -0.24, -2.26], [-0.57, 1.15, -1.95], [1.09, 1.26, -2.32], [-1.01, -1.41, 2.35], [-0.48, 0.36, 2.20], [0.67, -0.94, 2.26], [0.63, 1.53, 0.18]],
  "gap_ev": 10.65,
  "e_above_lowest_kj_mol": 0.00,
  "molar_mass_da": 205.91,
  "lumo_energy_ev": 0.41,
  "e_homo_ha": -0.3762,
  "energy_ev": -99348.1500
}

***

Record 8
{
  "formula": "C4H7BrN",
  "method": "ωB97M-V/def2-TZVPD",
  "elements": ["C", "C", "C", "C", "N", "Br", "H", "H", "H", "H", "H", "H", "H"],
  "positions_angstrom": [[0.40, -0.01, -1.76], [0.47, -0.95, 1.89], [0.95, -0.49, -0.62], [0.18, -0.35, 0.63], [-1.32, 1.83, -0.78], [-3.01, 1.57, -1.42], [-0.27, -0.52, 2.68], [0.53, -2.14, 1.69], [1.58, -0.68, 2.18], [0.05, 0.20, -2.80], [1.97, -1.01, -0.54], [-0.81, 2.24, -1.54], [-0.71, 0.30, 0.41]],
  "gap_ev": [7.20, 7.03],
  "e_above_lowest_kj_mol": 619.20,
  "molar_mass_da": 149.01,
  "lumo_energy_ev": [-6.51, -6.82],
  "e_homo_ha": [-0.5037, -0.5089],
  "energy_ev": -75779.4276,
  "total_charge": 1
}

***

Record 9
{
  "formula": "C4H7BrN2",
  "method": "ωB97M-V/def2-TZVPD",
  "elements": ["C", "C", "C", "C", "N", "N", "Br", "H", "H", "H", "H", "H", "H", "H"],
  "positions_angstrom": [[0.56, 2.40, 0.52], [0.72, -0.27, -1.92], [-1.10, -0.30, 0.73], [1.13, -0.19, -0.38], [-0.17, 2.55, 1.39], [0.22, -0.29, 0.61], [2.94, -0.15, 0.17], [1.56, 0.18, -2.50], [-0.25, 0.07, -2.01], [0.65, -1.34, -2.20], [-1.45, 0.17, 1.60], [1.50, 2.39, 0.02], [-1.58, -0.23, -0.23], [0.86, -0.13, 1.43]],
  "gap_ev": [7.77, 7.77],
  "e_above_lowest_kj_mol": 253.72,
  "molar_mass_da": 163.02,
  "lumo_energy_ev": [0.68, 0.68],
  "e_homo_ha": [-0.2606, -0.2607],
  "energy_ev": -77280.3148
}

***

Record 10
{
  "formula": "C4H7BrNO2",
  "method": "ωB97M-V/def2-TZVPD",
  "elements": ["C", "C", "C", "C", "N", "O", "O", "Br", "H", "H", "H", "H", "H", "H", "H"],
  "positions_angstrom": [[-2.12, 0.28, 0.74], [0.54, -1.51, -0.57], [-0.62, 1.74, -0.51], [0.58, -0.74, 0.72], [-0.73, 0.97, 0.69], [-2.15, -0.87, 1.25], [-3.01, 1.02, 0.36], [2.32, 0.24, 0.99], [-0.57, -1.71, -0.87], [0.99, -0.84, -1.27], [1.12, -2.46, -0.49], [-1.73, 1.89, -0.85], [-0.19, 2.80, -0.35], [-0.06, 1.34, -1.43], [0.43, -1.11, 1.71]],
  "gap_ev": 7.53,
  "e_above_lowest_kj_mol": 419.83,
  "molar_mass_da": 181.01,
  "lumo_energy_ev": 3.21,
  "e_homo_ha": -0.1590,
  "energy_ev": -79887.9062,
  "total_charge": -1
}

***

Record 11
{
  "formula": "C4H7BrO",
  "method": "ωB97M-V/def2-TZVPD",
  "elements": ["C", "C", "C", "Br", "O", "C", "H", "H", "H", "H", "H", "H", "H"],
  "positions_angstrom": [[2.01, -0.36, 1.04], [1.38, 0.46, 0.22], [-0.10, 0.57, 0.18], [-0.62, 2.50, 0.43], [-0.46, -0.04, -0.95], [-1.78, -0.59, -1.02], [3.09, -0.60, 0.95], [1.40, -1.07, 1.71], [1.93, 1.14, -0.45], [-0.61, 0.04, 0.96], [-1.85, -1.46, -1.58], [-2.54, 0.24, -1.46], [-1.85, -0.85, -0.03]],
  "gap_ev": 10.86,
  "e_above_lowest_kj_mol": 175.63,
  "molar_mass_da": 151.00,
  "lumo_energy_ev": 0.95,
  "e_homo_ha": -0.3642,
  "smiles": "C=C[C@@H](Br)OC",
  "energy_ev": -76349.4052
}

***

Record 12
{
  "formula": "C4H7BrO",
  "method": "ωB97M-V/def2-TZVPD",
  "elements": ["C", "C", "C", "C", "O", "Br", "H", "H", "H", "H", "H", "H", "H"],
  "positions_angstrom": [[0.55, -0.18, -1.35], [1.09, 0.21, 0.01], [-0.89, -1.96, 1.01], [0.75, 1.32, 0.59], [-0.22, 2.12, 0.11], [-1.41, -1.52, -0.75], [0.99, -1.03, -1.88], [0.11, 0.46, -2.02], [1.64, -0.57, 0.43], [-0.74, -2.96, 1.38], [-0.96, -1.11, 1.71], [1.28, 1.71, 1.44], [-0.64, 1.61, -0.72]],
  "gap_ev": [8.60, 6.42],
  "e_above_lowest_kj_mol": 499.44,
  "molar_mass_da": 151.00,
  "lumo_energy_ev": [0.34, -0.28],
  "e_homo_ha": [-0.3036, -0.2464],
  "energy_ev": -76346.0492
}

***

Record 13
{
  "formula": "C4H7BrO2",
  "method": "ωB97M-V/def2-TZVPD",
  "elements": ["C", "C", "Br", "O", "O", "C", "C", "H", "H", "H", "H", "H", "H", "H"],
  "positions_angstrom": [[-1.95, 1.71, 0.84], [-1.94, 0.33, 0.69], [-3.10, -0.56, -0.47], [-1.04, -0.50, 1.24], [0.36, -0.13, 1.07], [0.60, 0.07, -0.35], [2.06, 0.22, -0.59], [-2.71, 2.27, 0.37], [-1.02, 2.18, 1.29], [0.28, -0.84, -0.81], [0.02, 0.90, -0.65], [2.50, 1.04, -0.01], [2.65, -0.70, -0.35], [2.16, 0.61, -1.58]],
  "gap_ev": 9.63,
  "e_above_lowest_kj_mol": 376.22,
  "molar_mass_da": 167.00,
  "lumo_energy_ev": 0.38,
  "e_homo_ha": -0.3399,
  "smiles": "C=C(Br)OOCC",
  "energy_ev": -78394.6277
}

***

Record 14
{
  "formula": "C4H7BrS2",
  "method": "ωB97M-V/def2-TZVPD",
  "elements": ["C", "C", "C", "C", "S", "S", "Br", "H", "H", "H", "H", "H", "H", "H"],
  "positions_angstrom": [[3.17, -0.45, 2.15], [-0.30, 1.29, -0.82], [-0.92, -1.14, -0.98], [-1.14, 0.09, -0.25], [1.81, -0.72, 1.29], [-0.81, 0.15, 1.53], [3.52, 0.50, 3.65], [-0.48, 1.33, -1.84], [-0.71, 2.23, -0.41], [0.70, 1.00, -0.57], [-1.48, -1.96, -0.34], [0.21, -1.31, -1.19], [-1.41, -1.35, -2.04], [-2.17, 0.33, -0.18]],
  "gap_ev": [7.15, 7.43],
  "e_above_lowest_kj_mol": 270.94,
  "molar_mass_da": 199.14,
  "lumo_energy_ev": [-1.37, -1.38],
  "e_homo_ha": [-0.3130, -0.3239],
  "energy_ev": -95970.2330
}

***

Record 15
{
  "formula": "C4H7CeO",
  "method": "ωB97M-V/def2-TZVPD",
  "elements": ["H", "C", "C", "C", "O", "Ce", "H", "H", "H", "H", "C", "H", "H"],
  "positions_angstrom": [[1.12, 0.97, -2.30], [1.61, 1.43, -0.16], [1.13, 0.54, -1.30], [2.46, 0.21, -0.69], [2.65, -0.88, 0.08], [1.69, -2.51, 1.54], [1.71, 2.49, -0.40], [1.16, 1.25, 0.82], [0.33, -0.17, -1.07], [3.94, 0.08, -1.87], [3.71, 1.04, -1.23], [3.48, 1.86, -1.92], [4.45, 1.16, -0.42]],
  "gap_ev": [5.45, 5.32],
  "spin_multiplicity": 3,
  "molar_mass_da": 211.22,
  "lumo_energy_ev": [-5.34, -5.49],
  "e_homo_ha": [-0.3966, -0.3970],
  "energy_ev": -19226.3941,
  "total_charge": 1
}

***

Record 16
{
  "formula": "C4H7Cl2N",
  "method": "ωB97M-V/def2-TZVPD",
  "elements": ["N", "C", "C", "C", "Cl", "C", "Cl", "H", "H", "H", "H", "H", "H", "H"],
  "positions_angstrom": [[1.05, 1.58, 0.42], [0.65, 0.66, -0.64], [-0.36, -0.31, -0.08], [-1.62, -0.02, -0.38], [-3.13, -0.90, -0.03], [0.08, -1.47, 0.78], [1.18, -2.32, -0.30], [0.37, 2.26, 0.70], [2.01, 1.82, 0.49], [1.59, 0.15, -0.96], [0.25, 1.19, -1.54], [-1.79, 0.75, -1.19], [-0.81, -2.23, 0.99], [0.53, -1.17, 1.73]],
  "gap_ev": 10.16,
  "e_above_lowest_kj_mol": 65.32,
  "molar_mass_da": 140.01,
  "lumo_energy_ev": 0.90,
  "e_homo_ha": -0.3404,
  "smiles": "NC/C(=C/Cl)CCl",
  "energy_ev": -30795.4942
}

***

Record 17
{
  "formula": "C4H7Cl2N3O",
  "method": "ωB97M-V/def2-TZVPD",
  "elements": ["C", "C", "C", "C", "N", "N", "N", "O", "Cl", "Cl", "H", "H", "H", "H", "H", "H", "H"],
  "positions_angstrom": [[0.72, 1.63, 1.05], [2.13, 0.03, -0.07], [-0.27, -0.71, -0.09], [-2.47, -0.89, -1.00], [1.12, -0.74, -0.46], [-0.34, 1.02, 0.75], [1.94, 1.13, 0.70], [-1.05, -0.63, -1.10], [3.69, -0.34, -0.55], [-0.65, -1.76, 1.26], [0.74, 2.58, 1.59], [-2.92, -0.42, -1.87], [-2.88, -0.49, -0.08], [-2.64, -1.97, -1.05], [1.38, -1.51, -1.08], [-1.25, 1.41, 0.98], [2.77, 1.64, 0.98]],
  "gap_ev": 10.54,
  "e_above_lowest_kj_mol": 0.00,
  "molar_mass_da": 184.03,
  "lumo_energy_ev": -9.53,
  "e_homo_ha": -0.7376,
  "energy_ev": -35805.2913,
  "total_charge": 2
}

***

Record 18
{
  "formula": "C4H7Cl3N3O",
  "method": "ωB97M-V/def2-TZVPD",
  "elements": ["H", "N", "C", "N", "O", "C", "N", "C", "C", "Cl", "Cl", "Cl", "H", "H", "H", "H", "H", "H"],
  "positions_angstrom": [[-1.92, -0.52, -2.30], [-1.52, -0.63, -1.41], [-2.20, -0.60, -0.36], [-1.55, -0.38, 0.84], [-0.18, -0.90, 0.85], [0.76, -0.29, 0.18], [1.08, 0.99, 0.10], [0.24, 2.04, 0.68], [1.78, -1.33, -0.29], [2.17, -2.22, 1.19], [1.06, -2.25, -1.61], [3.26, -0.45, -0.97], [-3.27, -0.47, -0.25], [-1.99, -1.05, 1.62], [1.86, 1.00, -0.58], [-0.60, 2.42, 0.09], [0.04, 1.78, 1.73], [0.98, 2.87, 0.50]],
  "gap_ev": 9.98,
  "e_above_lowest_kj_mol": 64.04,
  "molar_mass_da": 219.48,
  "lumo_energy_ev": -4.30,
  "e_homo_ha": -0.5246,
  "smiles": "[H]/N=C/NO/C(=[NH+]\\C)C(Cl)(Cl)Cl",
  "energy_ev": -48336.3485,
  "total_charge": 1
}

***

Record 19
{
  "formula": "C4H7Cl3O4S",
  "method": "ωB97M-V/def2-TZVPD",
  "elements": ["C", "C", "C", "C", "O", "O", "O", "O", "S", "Cl", "Cl", "Cl", "H", "H", "H", "H", "H", "H", "H"],
  "positions_angstrom": [[0.72, 1.30, -0.97], [1.15, 0.64, 0.26], [-4.46, -0.59, 1.27], [-3.92, 0.06, -0.01], [-1.81, -1.44, 1.24], [0.27, -2.22, 0.08], [-4.90, 0.03, 2.18], [0.08, -0.02, 0.95], [-0.87, -1.01, 0.21], [-2.54, 1.04, 0.01], [-5.37, 0.94, -0.65], [-3.61, -1.36, -1.10], [0.37, 0.54, -1.63], [-0.11, 1.98, -0.89], [1.59, 1.84, -1.37], [1.45, 1.44, 0.86], [2.02, -0.06, 0.04], [-4.16, -1.70, 1.29], [-0.23, -2.99, -0.20]],
  "gap_ev": 10.24,
  "e_above_lowest_kj_mol": 33.83,
  "molar_mass_da": 257.52,
  "lumo_energy_ev": 0.22,
  "e_homo_ha": -0.3683,
  "energy_ev": -60851.4121
}

***

Record 20
{
  "formula": "C4H7ClMgNO4",
  "method": "ωB97M-V/def2-TZVPD",
  "elements": ["Mg", "Cl", "O", "O", "O", "O", "C", "C", "C", "C", "N", "H", "H", "H", "H", "H", "H", "H"],
  "positions_angstrom": [[1.56, -0.42, 4.20], [-1.95, 2.43, 2.68], [-1.25, 1.18, 2.88], [-2.67, 2.26, 1.41], [-3.01, 2.45, 3.73], [-0.93, 3.44, 2.81], [0.58, 0.39, -1.57], [0.21, -0.96, -2.23], [0.98, -2.12, -1.53], [1.16, -1.84, -0.09], [1.37, -1.72, 1.03], [-0.16, 1.16, -1.76], [1.53, 0.68, -2.01], [0.57, 0.44, -0.48], [0.28, -0.89, -3.32], [-0.81, -1.33, -2.14], [1.98, -2.04, -1.97], [0.54, -3.11, -1.65]],
  "gap_ev": 3.29,
  "molar_mass_da": 192.86,
  "lumo_energy_ev": -9.57,
  "e_homo_ha": -0.4728,
  "energy_ev": -31888.0336,
  "total_charge": 1
}